# 1
Here is 2 unconnected molecules or ions with the total composition C17H12F3NO5 from OMol25. Energies are from ωB97M-V/def2-TZVPD.

Highest occupied orbital energy = -0.342 Eh
LUMO energy = -1.6 eV
Maximum force = 0.8 eV/Å
Frontier orbital gap = 7.8 eV
Structure (SMILES) = C#CCCCC1=C(N(C(=O)F)C(=O)F)C(=O)OC1=O.Fc1ccccc1
E = -37702.0948 eV

Last column: Löwdin charge in e.
Atoms and positions in Å:
C (-2.57, -0.75, -0.99)  -0.4793
C (-0.08, 5.02, 1.90)  -0.2883
N (-1.20, -1.10, -0.89)  0.1393
C (-1.64, -3.57, -0.30)  -0.3530
C (3.85, -1.74, -0.20)  -0.1460
C (-0.18, 3.68, 2.22)  -0.0197
C (-1.16, 5.87, 1.90)  -0.0190
H (0.48, -1.73, -3.37)  0.1339
C (-2.41, 5.35, 2.23)  -0.0849
H (3.64, -3.13, -1.74)  0.1271
O (-2.55, -3.52, 0.45)  0.2208
H (1.67, -0.84, -1.33)  0.1031
C (1.03, -2.39, -2.69)  -0.1052
H (-1.03, 6.91, 1.64)  0.1165
H (0.70, 3.05, 2.20)  0.1167
O (-3.26, -0.33, -0.14)  0.2318
H (1.48, -3.18, -3.30)  0.1281
O (-0.49, -1.05, 1.35)  0.2404
H (-3.51, 3.61, 2.81)  0.1014
O (0.70, -5.34, -1.98)  0.1962
C (-0.61, -0.54, 0.30)  -0.4766
C (-2.54, 4.00, 2.56)  -0.0949
H (-1.53, 2.13, 2.81)  0.1044
C (0.05, -3.03, -1.78)  -0.0379
C (4.52, -1.08, 0.55)  0.1178
H (-3.27, 5.99, 2.23)  0.1040
F (-2.97, -0.96, -2.24)  0.1680
H (2.40, -3.21, -0.49)  0.1186
O (-1.06, -4.77, -0.70)  0.1679
C (3.00, -2.52, -1.09)  -0.1985
F (1.14, 5.52, 1.57)  0.0529
H (5.10, -0.45, 1.17)  0.0255
C (-1.43, 3.18, 2.55)  -0.0837
C (2.12, -1.61, -1.95)  -0.1672
C (-0.91, -2.50, -1.02)  -0.0655
C (-0.02, -4.51, -1.54)  -0.3832
H (2.75, -1.13, -2.70)  0.1238
F (-0.18, 0.68, 0.02)  0.1648

# 2
Here is a single C11H15NO5 molecule from OMol25. Energies are from ωB97M-V/def2-TZVPD.

Highest occupied orbital energy = -0.309 Eh
LUMO energy = 0.7 eV
Maximum force = 17.6 eV/Å
Frontier orbital gap = 9.1 eV
Structure (SMILES) = COc1ccccc1OC[C@@H](O)COC(N)=O
Relative energy (zero: lowest compared OMol25 entry of this formula, charge and spin) = 213.7 kcal/mol
E = -23369.4466 eV

Last column: Löwdin charge in e.
Atoms and positions in Å:
H (-0.16, -1.56, 1.98)  0.1618
H (1.32, -0.33, 2.63)  0.0887
C (0.65, -0.73, 1.97)  -0.0162
O (-0.43, 0.21, 1.35)  -0.0902
H (1.69, -2.98, 1.30)  0.1648
C (0.87, 3.96, -0.07)  -0.0663
C (1.16, 2.19, 1.55)  -0.0528
H (-1.05, 1.49, -2.92)  0.1339
C (-1.26, -3.21, -0.60)  -0.5872
N (-1.91, -4.35, -0.09)  0.2228
H (-0.45, 3.51, -1.67)  -0.0369
O (2.37, -2.24, 0.99)  0.0042
C (0.00, 3.14, -1.00)  0.0891
O (-0.12, -2.89, -0.09)  0.0563
H (1.08, -2.03, -1.23)  0.1481
H (-1.55, -4.83, 0.65)  0.0651
H (2.33, 3.91, 1.77)  0.1708
C (-0.41, 1.86, -0.33)  -0.1553
H (1.19, 4.93, -0.38)  0.0808
O (-1.23, 0.90, -0.89)  -0.0723
H (-2.35, 0.66, -2.58)  0.0584
H (-2.32, 2.33, -2.02)  0.0576
H (-2.40, -4.79, -0.73)  0.0388
C (0.42, -1.73, -0.47)  -0.0987
H (-0.11, -1.14, -0.78)  -0.0227
H (1.84, -0.43, 0.20)  0.1514
C (0.21, 1.47, 0.89)  -0.1620
C (1.29, 3.53, 1.17)  -0.1134
O (-1.54, -2.79, -1.68)  0.1181
H (1.33, 1.84, 2.43)  0.0484
C (-1.88, 1.42, -2.10)  -0.0131
C (1.42, -1.30, 0.74)  -0.3719

# 3
Here is a molecular structure, C42H53N3OSSiW from OMol25. Energies are from ωB97M-V/def2-TZVPD.

Highest occupied orbital energy (alpha / beta) = -0.490 / -0.493 Eh
LUMO energy (alpha / beta) = -6.7 / -6.7 eV
Maximum force = 3.3 eV/Å
Spin multiplicity = 3
Frontier orbital gap (alpha / beta) = 6.6 / 6.7 eV
Relative energy (zero: lowest compared OMol25 entry of this formula, charge and spin) = 30.3 kcal/mol
E = -71460.6078 eV
Expectation value of S² = 2.04
Net charge = +2

Last column: Löwdin charge in e.
Atoms and positions in Å:
C (1.30, 1.75, 1.34)  -0.1637
H (1.64, 1.84, 6.14)  0.0963
H (3.69, -2.25, 0.65)  0.1101
C (0.20, -1.74, 1.87)  -0.4215
H (-2.44, -3.41, 0.36)  0.1405
C (-3.41, 3.75, 1.71)  -0.0648
H (4.01, -1.58, -2.30)  0.1066
W (1.41, 0.16, -0.31)  1.5436
S (2.62, 1.35, -2.25)  0.9455
H (1.28, -5.04, 1.75)  0.1481
N (2.00, -1.54, -1.63)  -0.1775
H (3.00, 4.06, 0.56)  0.0856
H (4.12, 1.82, 0.34)  0.1156
H (0.76, 0.18, 4.32)  0.1056
C (4.37, 1.12, -1.68)  -0.3535
C (-2.39, 2.14, -0.32)  -0.2177
H (-0.56, -1.86, -0.15)  0.0854
H (1.81, 4.22, 3.56)  0.1301
C (0.99, 0.94, 3.60)  0.0402
H (-5.25, -3.50, -2.45)  0.1112
H (-0.23, -4.43, -0.13)  0.1170
H (0.59, -0.95, -3.03)  0.0968
C (0.54, -4.24, 1.89)  -0.2757
C (-2.33, 2.06, -4.33)  -0.0802
C (-4.24, -0.36, -1.73)  -0.0815
H (-4.64, 0.59, -1.41)  0.1009
H (-2.66, -4.33, 2.68)  0.1311
H (5.48, 0.70, 0.10)  0.1428
H (3.49, -3.08, -1.55)  0.1473
C (-1.03, -3.19, 3.51)  -0.2722
C (-2.05, 2.78, -5.48)  -0.0597
C (-2.18, -3.37, 2.51)  -0.0979
H (-0.61, 3.96, -6.53)  0.1122
N (3.56, -0.19, 0.29)  -0.1765
C (0.99, 0.67, 2.24)  -0.2816
H (-2.79, 2.84, -6.26)  0.1136
H (-3.80, 4.39, 2.49)  0.1116
H (1.86, -2.01, -3.71)  0.1492
Si (-1.73, 1.01, -1.71)  0.5637
H (0.84, 1.72, 0.28)  0.0544
C (4.44, 0.90, -0.18)  -0.2330
H (4.83, 0.31, -2.24)  0.0806
C (1.21, -2.89, 1.67)  -0.0862
H (-3.67, 3.26, -1.62)  0.1067
H (-6.15, -1.32, -1.72)  0.1122
H (-2.92, -2.58, 2.66)  0.1292
C (1.66, -1.17, -3.02)  -0.2298
C (4.01, -1.55, -0.12)  -0.1426
C (2.43, 0.05, -3.53)  -0.3480
H (-0.46, -5.28, 3.50)  0.1315
H (2.05, -2.77, 2.37)  0.1318
H (1.40, -2.34, -1.40)  0.1213
C (-2.39, -1.73, -2.36)  -0.1160
C (-0.60, -4.42, 0.90)  -0.1035
C (-5.09, -1.44, -1.90)  -0.0590
C (-0.83, 3.42, -5.63)  -0.0637
H (0.52, 2.64, -2.63)  0.0274
C (-2.87, -0.49, -1.96)  -0.2253
H (-1.28, 1.18, 1.23)  0.0661
C (-0.35, -1.83, 3.30)  -0.0788
C (1.23, 2.23, 4.07)  -0.2278
C (1.59, 3.24, 3.18)  0.0223
C (3.41, -1.99, -1.48)  -0.1405
H (-1.08, -5.39, 1.07)  0.1309
C (-3.84, 3.91, 0.40)  -0.0625
H (0.46, -1.76, 4.02)  0.1191
C (0.00, -4.31, 3.32)  -0.1038
H (-1.06, -1.03, 3.47)  0.1350
C (-1.62, -3.30, 1.09)  -0.2704
H (-2.83, -3.76, -2.83)  0.1076
H (1.85, 0.52, -4.32)  0.0943
H (-2.14, 2.63, 3.02)  0.1023
H (1.77, 5.09, 1.28)  0.0950
C (1.08, 2.53, 5.52)  -0.0181
H (0.81, -4.19, 4.04)  0.1263
C (-3.23, -2.81, -2.53)  -0.0819
H (-1.33, -1.84, -2.55)  0.0770
H (1.40, 3.55, 5.74)  0.0878
O (-0.28, 0.42, -1.27)  -0.4539
H (-3.27, 1.55, -4.22)  0.1064
C (-2.47, 2.77, 2.01)  -0.0705
C (-0.19, 2.66, -3.45)  -0.1457
C (1.95, 4.11, 0.84)  -0.0097
H (5.10, -1.60, -0.18)  0.1419
H (1.36, 4.02, -0.07)  0.0862
H (0.03, 2.45, 5.81)  0.0996
H (3.62, -0.16, 1.32)  0.1434
C (1.62, 3.02, 1.81)  -0.2384
C (-3.33, 3.12, -0.60)  -0.0884
H (4.89, 2.04, -1.94)  0.0979
C (-1.98, 1.97, 1.00)  -0.1048
H (-4.59, 4.66, 0.17)  0.1136
C (-4.59, -2.66, -2.31)  -0.0639
H (3.41, -0.19, -3.92)  0.0914
H (-1.69, -1.15, 1.02)  0.1295
C (-0.96, -1.95, 0.88)  -0.0911
N (0.83, -0.48, 1.48)  -0.0779
H (1.59, -2.85, 0.64)  0.0847
H (1.05, 3.87, -4.71)  0.1069
C (0.11, 3.36, -4.61)  -0.0801
H (-1.42, -3.23, 4.53)  0.1512
C (-1.40, 1.98, -3.30)  -0.2228